{"formula": "C4H4O", "method": "ωB97M-V/def2-TZVPD", "homo_ev": -9.7, "smiles": "C#C[C@@H]1CO1", "orbital_gap_ev": 10.691, "total_charge": 0, "max_force_ev_per_a": 10.0, "symbols": ["C", "C", "C", "C", "H", "H", "H", "H", "O"], "positions_angstrom": [[-2.297, -0.098, -0.232], [-1.147, -0.129, -0.043], [0.108, -0.286, 0.263], [1.431, 0.461, -0.087], [-3.261, 0.293, -0.315], [0.400, -0.973, 1.178], [1.465, 1.347, -0.842], [2.282, 0.211, 0.604], [1.019, -0.825, -0.526]], "atomic_forces_ev_per_a": [[-3.3, 0.9, -0.4], [-2.3, 0.7, -1.0], [7.5, -1.6, 6.5], [-0.4, -0.4, 0.1], [-1.0, -0.2, -0.3], [-2.0, 2.1, -0.1], [-0.1, -1.9, 1.4], [-0.9, 1.5, -0.5], [2.6, -1.1, -5.7]], "nbo_charge": [-0.144, -0.081, -0.010, -0.121, 0.227, 0.200, 0.212, 0.203, -0.488]}

***

{"formula": "C4H4O", "method": "ωB97M-V/def2-TZVPD", "homo_ev": -8.5, "smiles": "C=C=C=CO", "orbital_gap_ev": 8.233, "total_charge": 0, "max_force_ev_per_a": 0.5, "symbols": ["C", "C", "C", "C", "O", "H", "H", "H", "H"], "positions_angstrom": [[0.497, -0.350, -1.561], [-0.384, -0.643, -0.626], [-1.060, -0.722, 0.474], [-0.748, 0.235, 1.403], [0.455, 0.791, 1.451], [1.534, -0.621, -1.365], [0.855, 0.618, 0.564], [0.250, 0.076, -2.524], [-1.398, 0.618, 2.185]], "atomic_forces_ev_per_a": [[-0.2, -0.2, -0.1], [0.1, 0.1, 0.0], [0.3, 0.3, -0.3], [-0.1, 0.0, 0.1], [0.0, -0.1, 0.0], [-0.1, 0.2, -0.1], [0.1, 0.0, 0.4], [-0.1, -0.2, -0.1], [0.0, -0.1, -0.1]], "nbo_charge": [-0.628, 0.138, -0.342, 0.304, -0.626, 0.233, 0.497, 0.239, 0.187]}

***

{"formula": "C4H4O", "method": "ωB97M-V/def2-TZVPD", "homo_ev": -9.3, "smiles": "O=C1C=CC1", "orbital_gap_ev": 9.657, "total_charge": 0, "max_force_ev_per_a": 4.7, "symbols": ["C", "C", "C", "C", "O", "H", "H", "H", "H"], "positions_angstrom": [[0.198, 1.148, -0.039], [-0.975, 0.448, 0.083], [1.117, -0.020, 0.003], [-0.316, -0.928, 0.021], [2.256, -0.319, 0.026], [0.474, 2.226, -0.160], [-2.082, 0.625, 0.282], [-0.387, -1.655, 0.711], [-0.286, -1.525, -0.928]], "atomic_forces_ev_per_a": [[-0.5, 1.7, 0.0], [0.7, -0.6, 0.3], [-3.9, -1.4, 0.0], [2.7, 1.8, -3.4], [0.9, 0.3, 0.0], [-0.6, -1.0, 0.2], [1.9, 0.3, -0.6], [-0.6, -2.1, 3.2], [-0.6, 1.0, 0.3]], "nbo_charge": [-0.329, -0.094, 0.600, -0.549, -0.505, 0.221, 0.236, 0.206, 0.212]}

***

{"formula": "C4H4O", "method": "ωB97M-V/def2-TZVPD", "homo_ev": [-8.2, -9.5], "orbital_gap_ev": [6.293, 8.782], "total_charge": 0, "max_force_ev_per_a": 2.1, "symbols": ["C", "C", "O", "C", "C", "H", "H", "H", "H"], "positions_angstrom": [[-1.101, 0.215, -0.064], [-0.113, -0.937, 0.139], [-0.953, -1.733, 0.517], [1.307, -0.779, -0.004], [1.477, 0.434, -0.498], [0.494, 1.047, -0.669], [-1.310, 0.784, 0.844], [-1.982, 0.035, -0.680], [2.395, 0.947, -0.778]], "atomic_forces_ev_per_a": [[0.1, 0.6, -0.1], [-2.0, -0.2, 0.5], [1.0, -0.6, 0.1], [-0.3, 0.8, -0.4], [0.4, 0.2, -0.1], [0.5, -0.4, 0.2], [0.1, -0.1, -0.1], [0.3, 0.0, 0.0], [-0.1, -0.2, 0.1]], "nbo_charge": [-0.308, 0.448, -0.448, -0.159, -0.361, 0.185, 0.206, 0.213, 0.224]}

***

{"formula": "C4H4O", "method": "ωB97M-V/def2-TZVPD", "homo_ev": -9.2, "orbital_gap_ev": 8.791, "total_charge": 0, "max_force_ev_per_a": 5.6, "symbols": ["C", "C", "C", "C", "O", "H", "H", "H", "H"], "positions_angstrom": [[2.011, 1.072, 1.802], [0.156, -0.681, -0.737], [0.826, 1.497, 1.690], [-0.113, 0.297, 0.192], [3.128, 0.731, 1.737], [-0.662, -1.337, -1.250], [1.102, -1.000, -0.787], [0.022, 1.926, 2.349], [-0.998, 0.804, 0.471]], "atomic_forces_ev_per_a": [[2.6, -0.6, -0.2], [-4.3, 2.3, 2.7], [-4.4, -1.1, -1.9], [1.3, -0.2, 0.1], [-0.4, 0.0, 0.3], [1.4, 1.8, 0.9], [3.5, -1.3, -0.5], [1.4, -0.7, -1.0], [-1.0, -0.2, -0.3]], "nbo_charge": [0.621, -0.462, -0.546, -0.032, -0.474, 0.241, 0.202, 0.268, 0.182]}

***

{"formula": "C4H4O", "method": "ωB97M-V/def2-TZVPD", "homo_ev": -8.8, "smiles": "c1ccoc1", "orbital_gap_ev": 9.964, "total_charge": 0, "max_force_ev_per_a": 2.5, "symbols": ["O", "C", "C", "C", "C", "H", "H", "H", "H"], "positions_angstrom": [[-0.099, 1.313, 0.324], [-0.840, 0.602, -0.570], [-0.305, -0.619, -0.740], [0.745, -0.742, 0.222], [0.853, 0.488, 0.808], [-1.744, 1.077, -0.903], [-0.588, -1.447, -1.375], [0.463, -1.648, 0.719], [1.515, 0.975, 1.514]], "atomic_forces_ev_per_a": [[0.1, 0.3, -0.3], [0.0, 0.2, -0.5], [-0.5, 0.3, -0.2], [-1.1, 0.2, 0.3], [-0.2, 0.0, 0.1], [0.1, 0.2, -0.3], [-0.4, 0.3, 0.1], [2.2, -1.2, 0.6], [-0.2, -0.4, 0.1]], "nbo_charge": [-0.403, 0.075, -0.288, -0.395, 0.128, 0.205, 0.227, 0.246, 0.205]}